# 1
Molecular formula: C36H104N8O12
Method: DFT, ωB97M-V with the def2-TZVPD basis set

**Orbital gap**: 8.845 eV
**Energy above the lowest of the compared OMol25 structures with the same formula, charge and spin**: 811.71 kJ/mol
**LUMO energy**: -0.014 eV
**HOMO level**: -8.86 eV
**Multiplicity**: 1

Each line ends with the Löwdin charge.
CARTESIAN COORDINATES (ANGSTROEM)
C: 2.598 -1.078 0.648  -0.104
O: 1.614 -0.246 -0.061  -0.194
C: 2.304 0.475 -1.159  -0.167
C: 1.339 1.590 -1.744  -0.442
C: -0.082 1.061 -1.986  -0.054
N: 1.816 2.167 -2.960  0.026
H: 2.260 -1.902 1.275  0.074
H: 3.158 -0.468 1.357  0.079
H: 3.282 -1.640 0.012  0.075
H: 3.185 1.030 -0.835  0.107
H: 2.693 -0.252 -1.872  0.110
H: 1.448 2.356 -0.976  0.133
H: -0.833 1.833 -2.152  0.075
H: -0.499 0.527 -1.133  0.070
H: -0.035 0.366 -2.825  0.079
H: 1.772 1.519 -3.734  0.069
H: 2.804 2.356 -2.871  0.064
C: 3.716 -7.323 -1.468  -0.126
O: 4.017 -8.188 -0.351  -0.191
C: 3.385 -7.509 0.832  -0.185
C: 3.614 -8.207 2.168  -0.400
C: 2.273 -8.089 3.036  -0.050
N: 4.710 -7.564 2.901  0.016
H: 2.653 -7.129 -1.610  0.081
H: 4.135 -7.821 -2.342  0.084
H: 4.236 -6.376 -1.322  0.079
H: 3.739 -6.489 0.983  0.112
H: 2.346 -7.404 0.520  0.106
H: 3.804 -9.274 2.051  0.137
H: 2.417 -8.701 3.927  0.070
H: 1.522 -8.519 2.374  0.066
H: 2.001 -7.054 3.246  0.070
H: 4.591 -6.570 3.030  0.065
H: 5.571 -7.713 2.395  0.067
C: 2.192 -3.985 7.358  -0.136
O: 2.229 -5.010 8.287  -0.214
C: 1.200 -5.058 9.330  -0.146
C: 0.695 -6.527 9.563  -0.429
C: -0.284 -7.075 8.484  -0.058
N: 0.159 -6.748 10.892  0.027
H: 1.325 -4.184 6.728  0.087
H: 3.112 -3.997 6.774  0.087
H: 2.186 -3.026 7.876  0.082
H: 1.739 -4.744 10.223  0.115
H: 0.444 -4.289 9.169  0.118
H: 1.589 -7.147 9.496  0.123
H: -1.196 -6.490 8.605  0.076
H: -0.368 -8.162 8.499  0.078
H: 0.077 -6.765 7.503  0.067
H: -0.063 -5.904 11.402  0.065
H: -0.671 -7.289 10.694  0.056
C: 3.159 -3.042 -6.294  -0.099
O: 1.765 -3.360 -6.111  -0.184
C: 1.326 -4.169 -7.172  -0.233
C: -0.192 -4.516 -7.163  -0.411
C: -1.197 -3.348 -7.078  -0.059
N: -0.417 -5.369 -5.983  0.024
H: 3.471 -2.212 -6.926  0.089
H: 3.740 -3.964 -6.314  0.090
H: 3.514 -2.571 -5.377  0.076
H: 1.526 -3.647 -8.108  0.116
H: 1.992 -5.030 -7.225  0.116
H: -0.482 -5.091 -8.042  0.130
H: -0.864 -2.803 -6.195  0.071
H: -2.188 -3.787 -6.960  0.077
H: -1.044 -2.712 -7.950  0.074
H: -0.198 -6.327 -6.215  0.066
H: 0.240 -4.974 -5.326  0.059
C: -8.224 4.816 5.552  -0.168
O: -8.072 3.660 4.809  -0.178
C: -7.407 3.974 3.505  -0.164
C: -6.033 4.611 3.574  -0.438
C: -5.156 4.441 2.280  -0.050
N: -5.296 3.887 4.565  0.016
H: -8.928 4.506 6.325  0.086
H: -8.718 5.654 5.060  0.096
H: -7.377 5.051 6.196  0.084
H: -7.399 3.069 2.898  0.123
H: -7.996 4.651 2.886  0.114
H: -6.073 5.652 3.894  0.132
H: -4.929 3.392 2.087  0.074
H: -4.251 5.049 2.274  0.074
H: -5.688 4.750 1.380  0.068
H: -5.789 3.778 5.439  0.056
H: -4.997 2.962 4.291  0.075
C: -10.526 1.094 -1.712  -0.146
O: -9.143 1.213 -1.755  -0.194
C: -8.654 0.582 -2.983  -0.161
C: -7.053 0.791 -3.074  -0.428
C: -6.430 0.019 -4.253  -0.070
N: -6.474 0.346 -1.844  0.035
H: -11.006 1.700 -0.944  0.085
H: -10.696 0.066 -1.391  0.090
H: -11.077 1.388 -2.606  0.089
H: -8.830 -0.493 -2.943  0.115
H: -9.063 0.858 -3.955  0.116
H: -6.968 1.866 -3.227  0.130
H: -6.503 -1.054 -4.079  0.072
H: -5.368 0.100 -4.483  0.073
H: -6.857 0.327 -5.208  0.072
H: -7.242 0.611 -1.244  0.054
H: -6.427 -0.662 -1.883  0.069
C: -4.131 7.401 -6.063  -0.104
O: -4.270 6.286 -6.950  -0.201
C: -3.277 5.261 -6.867  -0.179
C: -1.823 5.650 -7.360  -0.438
C: -1.756 6.093 -8.808  -0.063
N: -0.981 4.465 -7.264  0.022
H: -4.875 8.157 -6.315  0.088
H: -3.148 7.872 -6.091  0.072
H: -4.181 7.099 -5.017  0.081
H: -3.241 4.939 -5.826  0.113
H: -3.642 4.428 -7.468  0.121
H: -1.474 6.384 -6.635  0.119
H: -0.742 6.463 -8.956  0.076
H: -2.486 6.870 -9.038  0.077
H: -1.932 5.262 -9.491  0.083
H: -0.610 4.367 -6.330  0.070
H: -0.225 4.447 -7.934  0.064
C: 1.008 1.549 8.885  -0.087
O: 1.100 1.863 7.474  -0.200
C: 0.049 2.768 7.132  -0.214
C: 0.331 3.209 5.708  -0.452
C: 0.480 2.074 4.767  -0.084
N: 1.600 3.930 5.694  0.026
H: 1.878 0.893 8.918  0.082
H: 0.113 0.984 9.145  0.088
H: 1.312 2.354 9.555  0.088
H: -0.929 2.292 7.193  0.123
H: 0.012 3.673 7.738  0.123
H: -0.385 3.965 5.387  0.141
H: 1.338 1.420 4.923  0.087
H: 0.704 2.482 3.782  0.073
H: -0.490 1.599 4.621  0.083
H: 2.320 3.296 6.013  0.061
H: 1.907 4.016 4.736  0.060
C: 2.885 7.809 -4.489  -0.151
O: 4.295 8.075 -4.427  -0.136
H: 2.592 6.888 -3.983  0.072
H: 2.230 8.629 -4.197  0.076
H: 2.790 7.659 -5.564  0.069
H: 4.803 7.263 -4.377  0.065
C: 8.280 2.111 -0.075  -0.161
O: 9.110 2.750 -1.060  -0.127
H: 7.534 2.856 0.200  0.069
H: 7.675 1.468 -0.714  0.073
H: 8.618 1.597 0.825  0.079
H: 9.603 3.407 -0.565  0.067
C: 6.509 3.049 -5.481  -0.133
O: 6.860 4.384 -4.988  -0.136
H: 6.044 2.451 -4.697  0.059
H: 5.880 2.885 -6.356  0.078
H: 7.475 2.550 -5.557  0.071
H: 7.439 4.280 -4.229  0.064
C: 9.270 -3.799 2.854  -0.198
O: 8.308 -3.316 1.995  -0.115
H: 9.519 -3.259 3.767  0.085
H: 8.935 -4.776 3.203  0.068
H: 10.141 -4.093 2.268  0.076
H: 8.235 -3.776 1.156  0.083



# 2
Molecular formula: C50H84Cl40I2NO2S
Method: DFT, ωB97M-V with the def2-TZVPD basis set

**Orbital gap**: 7.998 eV
**LUMO energy**: -2.489 eV
**Total charge**: +1
**HOMO level**: -10.49 eV
**Multiplicity**: 1

Each line ends with the Löwdin charge.
CARTESIAN COORDINATES (ANGSTROEM)
C: -1.745 2.638 -1.110  0.060
C: -1.017 3.298 -0.419  -0.322
C: 0.115 3.896 0.407  -0.232
C: -0.120 3.759 1.974  -0.569
S: -1.706 2.785 2.177  0.653
C: 1.000 2.939 2.782  -1.085
I: -0.014 2.212 4.623  0.895
I: 2.566 4.243 3.583  0.858
C: 1.667 1.731 1.954  -0.327
C: 1.110 0.322 2.364  -0.229
C: 1.600 -0.822 1.377  -0.171
C: 1.490 -2.189 2.155  -0.181
C: 1.337 -3.426 1.199  -0.197
C: -0.071 -4.095 1.479  -0.247
C: -0.644 -4.565 0.092  -0.205
C: -1.306 -3.291 -0.564  -0.200
C: -2.736 -3.147 0.042  -0.203
C: -3.442 -1.918 -0.645  -0.192
C: -4.870 -2.220 -1.212  -0.214
C: -5.960 -1.447 -0.400  -0.197
C: -5.732 0.118 -0.435  -0.197
C: -5.379 0.604 1.020  -0.250
C: -5.781 2.108 1.267  -0.106
C: 1.717 1.943 0.400  -0.125
C: 3.059 1.458 -0.259  -0.109
O: 2.710 0.611 -1.353  -0.076
C: 3.480 -0.533 -1.448  -0.317
C: 2.789 -1.698 -1.873  -0.063
C: 3.416 -2.931 -2.068  -0.242
C: 4.818 -3.022 -1.833  -0.085
C: 5.499 -1.880 -1.399  -0.129
C: 4.861 -0.622 -1.206  -0.036
N: 1.422 3.318 -0.078  -0.171
O: 2.434 4.226 0.265  -0.018
C: 1.363 3.358 -1.522  -0.133
C: 1.412 3.361 -2.720  -0.141
H: -2.263 2.271 -1.991  0.080
H: 0.092 4.977 0.147  0.133
H: -0.343 4.741 2.432  0.100
H: -2.765 3.559 1.805  -0.087
H: 2.726 1.725 2.294  0.100
H: 0.000 0.282 2.314  0.092
H: 1.486 0.006 3.355  0.089
H: 1.037 -0.825 0.427  0.103
H: 2.689 -0.653 1.249  0.106
H: 0.705 -2.115 2.933  0.108
H: 2.449 -2.330 2.705  0.112
H: 2.088 -4.178 1.515  0.069
H: 1.478 -3.170 0.135  0.081
H: 0.019 -4.898 2.242  0.035
H: -0.729 -3.285 1.853  0.087
H: -1.376 -5.379 0.259  0.085
H: 0.217 -4.908 -0.518  0.098
H: -0.724 -2.415 -0.190  0.096
H: -1.297 -3.342 -1.668  0.113
H: -3.281 -4.105 -0.100  0.027
H: -2.707 -2.980 1.141  0.111
H: -2.782 -1.561 -1.468  0.099
H: -3.438 -1.095 0.105  0.087
H: -4.915 -2.008 -2.300  0.111
H: -5.074 -3.301 -1.061  0.020
H: -5.890 -1.830 0.641  0.107
H: -6.990 -1.661 -0.754  0.105
H: -4.871 0.349 -1.101  0.101
H: -6.634 0.636 -0.810  0.085
H: -4.301 0.491 1.248  0.083
H: -5.958 -0.019 1.730  0.101
H: -5.005 2.541 1.932  0.042
H: -5.753 2.667 0.312  0.056
H: -6.791 2.134 1.708  0.075
H: 0.929 1.292 -0.038  0.172
H: 3.682 0.955 0.508  0.130
H: 3.666 2.300 -0.648  0.147
H: 1.704 -1.628 -2.064  0.130
H: 2.829 -3.776 -2.413  0.010
H: 5.306 -3.988 -2.016  0.082
H: 6.584 -1.999 -1.248  0.096
H: 5.435 0.259 -0.890  0.120
H: 2.299 5.058 -0.235  0.045
H: 1.773 3.638 -3.737  -0.093
C: 2.500 6.453 -4.875  -0.939
Cl: 2.391 5.739 -3.255  0.586
Cl: 4.038 6.060 -5.639  0.532
H: 1.691 6.065 -5.486  0.037
H: 2.414 7.532 -4.789  0.036
C: -2.143 6.331 -3.031  -0.934
Cl: -3.020 7.365 -1.900  0.528
Cl: -1.264 5.033 -2.189  0.708
H: -2.852 5.881 -3.719  0.031
H: -1.433 6.944 -3.580  0.024
C: -6.675 7.155 -1.462  -1.030
Cl: -6.399 6.568 -3.106  0.474
Cl: -6.308 5.915 -0.261  0.494
H: -6.036 8.015 -1.286  0.010
H: -7.717 7.441 -1.364  0.030
C: -2.516 2.843 7.464  -1.044
Cl: -3.394 3.825 8.642  0.538
Cl: -1.581 1.568 8.260  0.503
H: -3.231 2.385 6.787  0.029
H: -1.838 3.483 6.909  -0.017
C: 3.436 0.610 -4.343  -0.938
Cl: 4.262 0.233 -5.858  0.542
Cl: 2.422 2.066 -4.489  0.706
H: 2.802 -0.228 -4.070  0.017
H: 4.179 0.779 -3.570  0.023
C: 5.556 6.729 0.323  -0.960
Cl: 4.313 6.454 -0.907  0.482
Cl: 4.837 6.989 1.917  0.498
H: 6.207 5.862 0.367  0.033
H: 6.127 7.610 0.048  0.034
C: 6.986 8.751 -5.697  -1.032
Cl: 7.281 10.484 -5.868  0.516
Cl: 6.260 8.370 -4.130  0.469
H: 6.309 8.431 -6.483  0.016
H: 7.930 8.224 -5.783  0.028
C: -5.974 -6.522 -0.467  -0.990
Cl: -6.454 -5.321 -1.669  0.552
Cl: -4.242 -6.424 -0.129  0.554
H: -6.522 -6.339 0.452  0.030
H: -6.205 -7.513 -0.844  0.027
C: 2.097 -7.132 3.410  -1.034
Cl: 2.305 -5.624 4.314  0.519
Cl: 1.310 -6.842 1.852  0.603
H: 3.069 -7.573 3.233  -0.061
H: 1.484 -7.810 3.993  -0.046
C: -8.976 2.201 -2.833  -1.067
Cl: -8.583 3.917 -3.026  0.491
Cl: -9.692 1.879 -1.250  0.492
H: -9.684 1.910 -3.606  -0.068
H: -8.064 1.620 -2.930  0.018
C: 8.191 -0.344 -5.204  -0.954
Cl: 7.217 -0.925 -3.848  0.569
Cl: 9.719 -1.223 -5.328  0.646
H: 7.630 -0.483 -6.122  0.029
H: 8.405 0.710 -5.056  0.031
C: 1.975 9.592 -0.526  -0.980
Cl: 3.420 9.909 -1.491  0.518
Cl: 1.610 7.859 -0.456  0.468
H: 2.138 9.956 0.484  0.033
H: 1.132 10.108 -0.975  0.031
C: -12.136 0.146 -4.634  -0.989
Cl: -10.412 -0.194 -4.408  0.554
Cl: -12.820 0.970 -3.231  0.519
H: -12.256 0.780 -5.507  0.030
H: -12.661 -0.792 -4.783  0.027
C: 6.033 -7.668 4.635  -0.985
Cl: 4.563 -8.574 5.014  0.534
Cl: 5.908 -6.865 3.063  0.520
H: 6.188 -6.916 5.402  0.031
H: 6.873 -8.354 4.613  0.028
C: 3.682 -4.249 -5.920  -0.953
Cl: 5.420 -4.498 -5.725  0.472
Cl: 2.980 -3.533 -4.457  0.666
H: 3.513 -3.581 -6.759  0.028
H: 3.206 -5.205 -6.108  -0.024
C: 1.248 -10.907 5.312  -0.999
Cl: 1.447 -9.399 6.215  0.518
Cl: 0.461 -10.624 3.754  0.523
H: 2.227 -11.342 5.137  0.026
H: 0.638 -11.588 5.896  0.027
C: 4.158 -8.060 -3.797  -0.986
Cl: 4.394 -6.530 -2.940  0.528
Cl: 3.353 -7.820 -5.353  0.539
H: 5.127 -8.516 -3.971  0.031
H: 3.545 -8.712 -3.184  0.029
C: -3.662 2.152 12.038  -1.036
Cl: -5.095 1.167 11.717  0.485
Cl: -2.396 1.207 12.830  0.504
H: -3.279 2.533 11.096  -0.041
H: -3.941 2.978 12.684  0.028
C: -8.526 -0.631 10.866  -1.042
Cl: -9.968 -1.598 10.536  0.503
Cl: -7.270 -1.590 11.657  0.487
H: -8.136 -0.250 9.927  0.024
H: -8.798 0.194 11.516  0.025
C: 9.793 -4.144 -5.303  -1.079
Cl: 11.093 -4.580 -6.416  0.513
Cl: 8.334 -5.096 -5.605  0.479
H: 10.125 -4.327 -4.286  0.032
H: 9.557 -3.093 -5.432  -0.165